1.
Entry from the Open Molecules 2025 dataset: the ion C4H8NO with charge +1 (ωB97M-V/def2-TZVPD).

The geometry in ORCA input format:
```
! RIJCOSX wB97M-V def2-TZVPD def2/J DEFGRID3
* xyz 1 1
C 0.95 0.49 1.60
C 0.78 -1.06 0.24
C -0.17 0.95 0.69
C -0.98 -0.36 -1.34
N 1.81 0.46 2.43
O -0.52 -0.35 0.04
H 1.65 -1.06 -0.46
H 0.46 -1.91 0.82
H -1.05 1.34 1.23
H 0.21 1.49 -0.11
H -0.27 0.17 -1.90
H -1.17 -1.36 -1.48
H -1.87 0.09 -1.59
H 1.88 1.06 3.26
*
```

Values from the calculation:
Energy above the lowest of the compared OMol25 structures with the same formula, charge and spin: 522.11 kJ/mol
Kohn-Sham gap: 0.34823 Ha
E_tot: -7802.691 eV
HOMO level: -13.35 eV

***

2.
Entry from the Open Molecules 2025 dataset: a structure of composition C4H4OYb (ωB97M-V/def2-TZVPD).

The geometry in ORCA input format:
```
! RIJCOSX wB97M-V def2-TZVPD def2/J DEFGRID3
* xyz 1 2
H -0.54 -2.51 0.57
C -4.01 0.14 -0.38
C -2.80 0.22 -0.30
H -5.08 0.28 -0.39
C -1.42 -0.09 -0.16
C -0.94 -0.63 0.97
O -0.12 -1.72 1.00
Yb 2.10 -2.17 2.21
H -0.82 -0.15 -1.08
H -1.36 -0.42 1.96
*
```

Values from the calculation:
Energy above the lowest of the compared OMol25 structures with the same formula, charge and spin: 213.23 kJ/mol
Kohn-Sham gap (spin up / spin down): 0.26602 / 0.15156 Ha
E_tot: -37775.945 eV
Expectation value of S²: 0.751
HOMO level (spin up / spin down): -11.87 / -11.84 eV

***

What is the E_tot in the second record?
-37775.945 eV